{"formula": "C8H22BrN2NaO2", "method": "ωB97M-V/def2-TZVPD", "total_energy_ev": -90185.786, "gap_ev": 6.90, "max_force_ev_per_a": 5.95, "de_lowest_ev": 1.330, "e_homo_ev": -8.43, "mol_weight_g_mol": 281.17, "symbols": ["Br", "Na", "O", "O", "N", "N", "C", "C", "C", "C", "C", "C", "C", "C", "H", "H", "H", "H", "H", "H", "H", "H", "H", "H", "H", "H", "H", "H", "H", "H", "H", "H", "H", "H", "H", "H"], "positions_angstrom": [[1.296, 27.292, 0.495], [0.394, 29.821, 1.638], [5.290, 23.824, 3.180], [0.894, 32.322, -3.930], [2.797, 26.466, 3.819], [0.627, 28.871, -2.822], [2.581, 30.155, -2.621], [0.590, 31.005, -3.990], [0.410, 33.149, -4.929], [6.111, 23.315, 2.151], [1.070, 30.248, -2.885], [3.318, 24.521, 5.217], [4.299, 24.745, 2.792], [3.861, 25.432, 4.131], [0.445, 34.143, -4.484], [6.778, 23.992, 1.618], [3.539, 24.047, 2.441], [4.786, 25.840, 4.538], [4.611, 25.349, 1.940], [5.513, 22.906, 1.336], [1.940, 25.963, 3.636], [2.670, 23.745, 4.809], [0.885, 30.683, -4.988], [-0.609, 32.829, -5.145], [-0.492, 30.904, -3.907], [2.958, 26.964, 2.956], [1.017, 33.173, -5.835], [2.942, 29.537, -1.799], [1.206, 28.333, -2.193], [0.650, 30.619, -1.950], [-0.348, 28.876, -2.558], [4.108, 23.984, 5.742], [6.673, 22.476, 2.561], [3.074, 31.115, -2.773], [2.864, 25.012, 6.078], [2.972, 29.644, -3.501]], "mulliken_charge": [-0.730, 0.719, -0.292, -0.322, -0.713, -0.746, -1.558, -0.623, -0.728, -0.824, 0.990, -1.411, -0.560, 0.425, 0.229, 0.303, 0.294, 0.175, 0.403, 0.334, 0.275, 0.321, 0.316, 0.329, 0.268, 0.280, 0.272, 0.361, 0.211, -0.011, 0.265, 0.361, 0.256, 0.345, 0.382, 0.401]}



{"formula": "C8H22IN2O2", "method": "ωB97M-V/def2-TZVPD", "total_energy_ev": -23826.019, "gap_ev": 6.43, "total_charge": -1, "max_force_ev_per_a": 4.76, "de_lowest_ev": 4.534, "e_homo_ev": -3.29, "mol_weight_g_mol": 305.18, "symbols": ["I", "O", "O", "N", "N", "C", "C", "C", "C", "C", "C", "C", "C", "H", "H", "H", "H", "H", "H", "H", "H", "H", "H", "H", "H", "H", "H", "H", "H", "H", "H", "H", "H", "H", "H"], "positions_angstrom": [[1.393, 0.836, -1.261], [1.110, -3.646, 0.010], [-3.690, 3.854, 0.678], [1.929, -1.819, -1.726], [-0.439, 1.727, 0.715], [-3.443, 5.264, 0.729], [-2.686, 2.877, 1.058], [2.984, -2.409, -0.840], [3.098, -1.501, 0.391], [-1.494, 2.588, 0.113], [0.570, -4.829, 0.615], [-1.857, 1.728, -1.189], [2.470, -3.778, -0.391], [3.989, -1.813, 0.937], [2.011, -0.826, -1.558], [-3.281, 2.000, 1.314], [2.383, -4.609, -1.091], [0.361, 1.682, 0.100], [0.490, -5.554, -0.195], [-2.471, 2.255, -1.919], [3.930, -2.590, -1.349], [-3.153, 5.607, 1.722], [3.323, -0.457, 0.175], [-0.955, 3.521, -0.050], [1.251, -5.241, 1.359], [-0.473, -4.751, 0.921], [3.153, -4.237, 0.323], [-2.565, 0.919, -1.008], [1.113, -2.018, -1.166], [-0.977, 1.266, -1.634], [-2.747, 5.622, -0.030], [-0.892, 0.826, 0.778], [2.246, -1.396, 1.062], [-2.307, 3.195, 2.029], [-4.376, 5.705, 0.377]], "mulliken_charge": [-0.666, -0.306, -0.346, -0.922, -0.781, -0.697, -0.879, 0.562, -1.535, 0.554, -0.852, -1.136, -0.968, 0.376, 0.284, 0.271, 0.511, 0.242, 0.323, 0.333, 0.218, 0.291, 0.467, 0.199, 0.301, 0.252, 0.430, 0.333, 0.402, 0.147, 0.289, 0.327, 0.313, 0.412, 0.249]}



{"formula": "C8H22N2O6SZn", "method": "ωB97M-V/def2-TZVPD", "total_energy_ev": -83172.154, "gap_ev": 7.26, "max_force_ev_per_a": 2.00, "de_lowest_ev": 0.000, "e_homo_ev": -7.68, "mol_weight_g_mol": 339.73, "symbols": ["Zn", "S", "O", "O", "O", "O", "O", "O", "N", "N", "C", "C", "C", "C", "C", "C", "C", "C", "H", "H", "H", "H", "H", "H", "H", "H", "H", "H", "H", "H", "H", "H", "H", "H", "H", "H", "H", "H", "H", "H"], "positions_angstrom": [[0.672, -0.238, -0.090], [3.301, -0.341, 0.082], [2.313, 0.826, 0.232], [2.310, -1.509, 0.078], [0.262, -0.642, 1.985], [4.204, -0.362, 1.212], [3.962, -0.288, -1.220], [-0.335, 1.662, 0.033], [0.735, 0.303, -2.161], [-0.682, -1.817, -0.340], [-1.236, 2.138, 0.993], [-1.517, -1.793, 0.922], [-0.596, -1.737, 2.118], [0.579, 1.781, -2.212], [0.203, 2.262, -3.621], [1.032, -0.312, 3.139], [-0.530, 2.208, -1.280], [-2.470, -2.969, 0.967], [-1.380, -1.801, -1.085], [-3.106, -2.942, 0.077], [-1.101, 3.210, 1.177], [-0.361, -2.783, -0.425], [-1.153, -1.728, 3.061], [1.578, -1.184, 3.493], [1.561, 2.187, -1.988], [-1.921, -3.914, 0.900], [-0.001, -2.667, 2.120], [-1.026, 1.654, 1.947], [1.056, 2.156, -4.300], [0.081, -0.150, -2.798], [-0.588, 1.664, -4.078], [-0.658, 3.289, -1.210], [1.786, 0.401, 2.795], [0.417, 0.212, 3.873], [1.643, 0.055, -2.557], [-0.013, 3.331, -3.631], [-2.282, 1.921, 0.740], [-3.124, -3.001, 1.836], [-2.123, -0.882, 0.855], [-1.488, 1.798, -1.642]], "mulliken_charge": [0.742, 1.238, -0.749, -0.697, 0.322, -0.684, -0.722, -0.029, -0.577, -0.337, -0.889, 0.524, -0.895, 0.363, -1.534, -1.038, -0.822, -1.597, 0.342, 0.405, 0.291, 0.318, 0.419, 0.331, 0.342, 0.384, 0.427, 0.170, 0.395, 0.270, 0.360, 0.436, 0.297, 0.295, 0.332, 0.403, 0.365, 0.405, 0.042, 0.352]}



{"formula": "C8H22N4O2P", "method": "ωB97M-V/def2-TZVPD", "total_energy_ev": -27990.877, "gap_ev": 8.72, "total_charge": 1, "max_force_ev_per_a": 0.53, "e_homo_ev": -11.82, "mol_weight_g_mol": 237.26, "symbols": ["P", "O", "O", "N", "N", "N", "N", "C", "C", "C", "C", "C", "C", "C", "C", "H", "H", "H", "H", "H", "H", "H", "H", "H", "H", "H", "H", "H", "H", "H", "H", "H", "H", "H", "H", "H", "H"], "positions_angstrom": [[-3.137, -1.820, 1.085], [1.917, 0.304, -1.636], [2.385, 4.284, -1.243], [0.546, -0.752, -0.156], [3.795, 5.743, -2.245], [4.185, 3.469, -2.350], [-5.638, -2.919, 1.436], [0.780, 1.780, -0.146], [1.286, -2.738, 1.218], [3.394, 4.486, -1.904], [-4.400, -3.082, 0.717], [-0.795, -0.560, 0.357], [1.129, 0.446, -0.747], [-1.638, -1.831, 0.105], [1.496, -1.278, 0.848], [-6.065, -2.009, 1.300], [-3.969, -4.062, 0.936], [-1.278, 0.248, -0.195], [0.392, -2.896, 1.829], [1.463, -0.658, 1.758], [-3.759, -0.579, 0.927], [0.805, 1.718, 0.946], [3.229, 6.508, -1.928], [4.614, 5.933, -2.790], [-5.533, -3.061, 2.434], [-0.217, 2.114, -0.442], [2.485, -1.168, 0.404], [-4.578, -3.044, -0.362], [3.881, 2.530, -2.163], [1.503, 2.513, -0.500], [1.242, -3.362, 0.324], [2.125, -3.076, 1.827], [-1.937, -1.888, -0.945], [-1.084, -2.740, 0.340], [-0.812, -0.271, 1.424], [5.006, 3.614, -2.906], [-2.816, -1.897, 2.442]], "mulliken_charge": [0.096, -0.528, -0.678, 0.144, -0.428, -0.340, -0.569, -0.715, -1.407, 0.676, -0.498, -0.962, 0.477, -0.439, -0.333, 0.268, 0.387, 0.457, 0.281, 0.329, 0.172, 0.313, 0.220, 0.155, 0.271, 0.345, 0.421, 0.400, 0.191, 0.052, 0.351, 0.427, 0.375, 0.316, 0.421, 0.176, 0.179]}